1.
Formula: C7H8O
Source: OMol25
Level of theory: ωB97M-V/def2-TZVPD

```
16
C7H8O (ωB97M-V/def2-TZVPD)
O 0.4274 1.4033 1.0061
C 1.4275 -0.4749 0.1035
C -0.8356 -0.0089 -0.4977
C 0.3549 0.3486 0.2125
C 1.4700 -1.5477 -0.6695
C 0.2657 -1.9680 -1.3671
C -0.8195 -1.0995 -1.3401
C -0.7171 1.9623 1.5299
H -1.5205 0.8075 -0.4121
H -0.3582 2.8045 2.4907
H -1.4671 2.4704 0.8710
H 2.3582 0.0464 0.7468
H -1.6733 -1.1306 -1.7516
H 2.1990 -2.1021 -0.7803
H -1.2909 1.1839 1.7847
H 0.1795 -2.6952 -1.9269
```

Its spin multiplicity is 1. The LUMO energy comes out at 0.930 eV. Its highest occupied orbital energy is -0.3089 Eh. As for the structure (SMILES): COc1ccccc1. Its net charge is 0. The relative energy (zero: lowest compared OMol25 entry of this formula, charge and spin) comes out at 424.92 kJ/mol. The calculated total energy is -346.6137 Eh.

=====

2.
Formula: C7H8O3S2
Source: OMol25
Level of theory: ωB97M-V/def2-TZVPD

```
20
C7H8O3S2 (ωB97M-V/def2-TZVPD)
S -3.5929 -1.0725 -0.3537
S -0.5020 1.8146 -0.8949
O 1.4157 0.3222 -1.3474
O -0.1275 2.6784 0.1337
O -0.7884 2.2673 -2.1842
C -1.8381 0.1609 0.9296
C -2.6856 -0.0098 -1.2405
C 1.8756 -0.5210 0.9187
C 2.8795 -1.1904 0.0037
C 2.2934 0.1683 -0.3702
C -1.7711 0.6212 -0.4074
C -2.7561 -0.8556 1.0749
H -2.6540 0.2351 -2.3686
H 3.9140 -1.3693 0.2189
H -1.2876 0.5879 1.7160
H 2.2381 -0.3476 1.9143
H 0.9482 -1.1273 1.0278
H 2.5062 -2.0297 -0.5055
H -3.1205 -1.2412 2.0086
H 3.0531 0.9083 -0.2739
```

Its spin multiplicity is 1. The LUMO energy (alpha / beta) comes out at -1.650 / -1.650 eV. Its highest occupied orbital energy (alpha / beta) is -0.3145 / -0.3145 Eh. Its net charge is 0. The relative energy (zero: lowest compared OMol25 entry of this formula, charge and spin) comes out at 318.51 kJ/mol. The calculated total energy is -1293.4394 Eh.

=====

3.
Formula: C7H8O4
Source: OMol25
Level of theory: ωB97M-V/def2-TZVPD

```
19
C7H8O4 (ωB97M-V/def2-TZVPD)
O -1.5362 0.2361 0.9834
O 1.1912 -0.5511 -1.0942
O -3.2904 -1.0324 0.1959
O 1.5587 2.0329 1.2949
C 0.4012 1.3657 1.3466
C 0.0517 -0.5046 -0.4714
C 1.3139 -1.5518 -2.1128
C -0.2098 0.4310 0.5832
C -2.1340 -0.6412 0.1120
C 2.5867 1.3870 0.4658
C -1.1019 -1.1206 -0.7905
H 1.3374 -2.6267 -1.5956
H 2.3418 1.5952 -0.5897
H 3.4906 1.9626 0.7880
H -1.2715 -1.7378 -1.6185
H 2.6540 0.2705 0.5759
H 0.5317 -1.4995 -2.8967
H -0.1892 1.7339 2.1567
H 2.2704 -1.3765 -2.6577
```

Its spin multiplicity is 1. The LUMO energy comes out at 0.326 eV. Its highest occupied orbital energy is -0.3140 Eh. As for the structure (SMILES): CO/C=C1/OC(=O)C=C1OC. Its net charge is 0. The relative energy (zero: lowest compared OMol25 entry of this formula, charge and spin) comes out at 216.87 kJ/mol. The calculated total energy is -572.4196 Eh.

=====

4.
Formula: C7H8OS
Source: OMol25
Level of theory: ωB97M-V/def2-TZVPD

```
17
C7H8OS (ωB97M-V/def2-TZVPD)
S 2.3331 2.0838 -2.0349
O -2.0312 -0.5686 0.8362
C 0.1672 -0.6726 -0.0690
C -1.3482 0.8663 -0.9934
C -1.0977 -0.0912 -0.0367
C 1.0248 1.2062 -1.3581
C 0.6260 -1.8378 0.7979
C 1.2509 -0.0566 -0.6655
C -0.3094 1.5839 -1.5878
H 2.8133 0.7370 -1.6913
H -2.3377 1.1341 -1.0383
H 1.4999 -2.3683 0.3454
H 2.2372 -0.5561 -0.4848
H -2.8833 -0.1876 0.6290
H -0.5191 2.4739 -2.3110
H 0.9261 -1.5075 1.7733
H -0.2581 -2.4528 0.9474
```

Its spin multiplicity is 1. The LUMO energy comes out at 0.715 eV. Its highest occupied orbital energy is -0.2853 Eh. As for the structure (SMILES): Cc1cc(S)ccc1O. Its net charge is 0. The relative energy (zero: lowest compared OMol25 entry of this formula, charge and spin) comes out at 29.63 kJ/mol. The calculated total energy is -744.9006 Eh.

=====

5.
Formula: C7H9BaO6
Source: OMol25
Level of theory: ωB97M-V/def2-TZVPD

```
23
C7H9BaO6 (ωB97M-V/def2-TZVPD)
Ba 0.2968 -2.7532 -2.5379
O -1.3282 -1.4789 1.2623
O -1.5374 -1.1306 3.5024
O 2.7317 0.2499 1.0055
O 0.1624 0.4976 -1.4952
O 2.2843 -1.3273 -0.6117
O 0.5032 -1.2904 2.5610
C -0.8436 -1.2869 2.5718
C 2.1548 -0.6778 0.5223
C -0.3840 2.7065 -0.5945
C -0.3497 -0.6765 0.5819
C 0.9141 -1.3247 1.1851
C -0.8115 1.5742 -1.5186
C -0.2353 -0.6815 -0.9096
H 0.6244 -1.3245 -1.0611
H -1.1517 -1.0854 -1.4255
H -0.2520 3.6343 -1.1441
H 0.9606 -2.3821 0.9051
H 0.5540 2.4460 -0.1061
H -0.5094 0.3468 0.9307
H -1.7990 1.1840 -1.2613
H -1.1184 2.8753 0.1914
H -0.8661 1.9051 -2.5538
```

Its spin multiplicity is 1. The LUMO energy comes out at -5.756 eV. Its highest occupied orbital energy is -0.4454 Eh. Its net charge is +1. The calculated total energy is -748.7288 Eh.

=====

6.
Formula: C7H9BrNO
Source: OMol25
Level of theory: ωB97M-V/def2-TZVPD

```
19
C7H9BrNO (ωB97M-V/def2-TZVPD)
Br 4.5784 -1.3860 -1.6018
O -0.7177 0.6740 -2.2746
N -0.2525 0.1025 -1.2371
C -2.0569 -2.3228 0.6012
C -0.5829 0.5778 -0.0725
C -1.0541 -2.2385 -0.0741
C -1.7295 1.4654 0.1005
C 0.1199 0.2374 1.2084
C 0.0925 -2.0843 -0.8147
C 0.6294 -0.9606 -1.3787
H 0.5597 -3.0639 -1.1238
H -3.1229 -2.4361 0.7762
H 1.4543 -0.7847 -2.1126
H 0.5086 0.9841 1.8654
H -1.7487 2.2413 0.8935
H -0.4392 -0.5671 1.8229
H -2.4756 0.6158 0.3738
H -1.9592 1.9217 -0.9193
H 0.9803 -0.3084 0.7874
```

Its spin multiplicity is 1. The LUMO energy comes out at 2.497 eV. Its highest occupied orbital energy is -0.1395 Eh. Its net charge is -1. The calculated total energy is -2976.0162 Eh.

=====

7.
Formula: C7H9BrNOPS2
Source: OMol25
Level of theory: ωB97M-V/def2-TZVPD

```
22
C7H9BrNOPS2 (ωB97M-V/def2-TZVPD)
Br 1.0383 1.9997 2.5329
S -0.2086 0.4861 3.5106
S 0.8040 -2.6910 2.0716
P -0.4341 -1.4447 1.3067
O -1.8912 -2.0486 0.8773
N -1.0243 -0.1789 2.2393
C 1.5035 0.8165 -2.5782
C 2.2290 0.7400 -1.3843
C 0.2211 0.2341 -2.6409
C 1.7115 0.1793 -0.2626
C -1.8649 0.6828 1.4797
C 0.4383 -0.3981 -0.3008
C -0.2917 -0.4053 -1.4641
H -0.1112 0.1186 -3.6714
H 2.3085 0.0289 0.5790
H -2.6189 0.1465 0.9332
H -1.1780 1.1642 0.6058
H -1.3044 -0.8224 -1.2251
H 3.0760 1.2953 -1.3461
H 1.8433 1.3849 -3.4174
H -1.9395 -2.7023 0.1272
H -2.3067 1.4145 2.0273
```

Its spin multiplicity is 1. The LUMO energy comes out at -0.068 eV. Its highest occupied orbital energy is -0.3311 Eh. As for the structure (SMILES): CN(SBr)[P@](O)(=S)c1ccccc1. Its net charge is 0. The relative energy (zero: lowest compared OMol25 entry of this formula, charge and spin) comes out at 54.81 kJ/mol. The calculated total energy is -4113.8734 Eh.

=====

8.
Formula: C7H9BrNOPS2
Source: OMol25
Level of theory: ωB97M-V/def2-TZVPD

```
22
C7H9BrNOPS2 (ωB97M-V/def2-TZVPD)
Br 1.3218 2.6459 -2.1640
S -2.1978 -0.7537 1.8002
S 0.7600 1.8757 -0.0605
P -1.5720 -0.6258 -0.0396
O -2.8455 -0.1442 -0.8958
N -0.7403 1.4450 0.0623
C 1.3895 0.2164 -0.1626
C -1.6524 2.4627 0.5077
C 1.5513 -2.5342 0.0029
C 1.3467 -0.5392 -1.3219
C 1.4375 -1.9199 -1.2314
C 1.6253 -1.7710 1.1569
C 1.5373 -0.3932 1.0796
H 1.7015 -2.2469 2.1208
H -1.1398 3.2518 1.0642
H -2.1726 2.9139 -0.3391
H 1.2007 -0.0725 -2.2833
H 1.5397 0.2029 1.9794
H 1.3578 -2.5131 -2.1305
H -2.3861 1.9937 1.1660
H 1.5600 -3.6119 0.0702
H -3.6225 0.1175 -0.3816
```

Its spin multiplicity is 1. The LUMO energy comes out at -0.886 eV. Its highest occupied orbital energy is -0.2986 Eh. Its net charge is 0. The relative energy (zero: lowest compared OMol25 entry of this formula, charge and spin) comes out at 88.80 kJ/mol. The calculated total energy is -4113.8605 Eh.

=====

9.
Formula: C7H9Cl
Source: OMol25
Level of theory: ωB97M-V/def2-TZVPD

```
17
C7H9Cl (ωB97M-V/def2-TZVPD)
Cl 0.7843 -1.4165 -1.2451
C -2.3485 -0.5724 0.6599
C -0.3686 1.7353 0.2643
C 0.7923 0.8726 0.2276
C -1.4754 0.5661 0.0424
C -0.9124 -0.4387 0.9886
C 1.9521 1.6293 0.1428
C 0.5501 -0.8133 0.3523
H -0.2826 2.7441 -0.1977
H -0.8849 0.3108 1.8831
H -3.1812 -0.5628 1.4084
H 3.0153 1.3228 0.4164
H -2.8308 -1.2848 0.0140
H 1.2489 -1.0605 1.1457
H -0.2384 2.0396 1.2880
H 1.9408 2.7447 0.1092
H -1.2582 -0.0466 -0.9691
```

Its spin multiplicity is 1. The LUMO energy comes out at 0.887 eV. Its highest occupied orbital energy is -0.3333 Eh. As for the structure (SMILES): C=C1C[C@@H]2C[C@H]2[C@H]1Cl. Its net charge is 0. The relative energy (zero: lowest compared OMol25 entry of this formula, charge and spin) comes out at 577.13 kJ/mol. The calculated total energy is -732.0713 Eh.

=====

10.
Formula: C7H9Cl
Source: OMol25
Level of theory: ωB97M-V/def2-TZVPD

```
17
C7H9Cl (ωB97M-V/def2-TZVPD)
Cl 0.3904 -1.9264 -2.2853
C -1.6418 -0.6881 -0.1886
C -0.1592 -0.2704 -0.0447
C 2.0332 -0.1478 -1.2686
C 0.7328 -1.3350 0.4692
C -0.0120 1.1924 0.2485
C 0.9511 -0.8701 -0.9152
C 2.9204 0.6081 -1.5668
H 0.9973 1.5622 0.6687
H 3.7745 1.2670 -1.7093
H 0.1409 -2.1454 0.6979
H -2.2969 0.0460 -0.7356
H -1.7572 -1.6711 -0.5747
H -1.8791 -0.9357 0.8476
H -0.6934 1.3806 1.1583
H 1.6060 -1.1313 1.2768
H -0.5028 1.8307 -0.5381
```

Its spin multiplicity is 3. Its expectation value of S² is 2.010. The LUMO energy (alpha / beta) comes out at 0.855 / -3.221 eV. Its highest occupied orbital energy (alpha / beta) is -0.1624 / -0.3548 Eh. Its net charge is 0. The relative energy (zero: lowest compared OMol25 entry of this formula, charge and spin) comes out at 337.19 kJ/mol. The calculated total energy is -731.9966 Eh.